[1]
{"formula": "C35H43N2O2ReSTe", "method": "the ωB97M-V functional and the def2-TZVPD basis", "multiplicity": 4, "max_force_ev_per_a": 0.33, "e_homo_ev": [-9.32, -8.94], "charge": 1, "s_squared": 3.7699, "symbols": ["Re", "C", "C", "C", "C", "C", "C", "C", "C", "C", "C", "H", "H", "H", "H", "H", "H", "H", "H", "H", "H", "H", "H", "H", "H", "O", "N", "C", "C", "C", "C", "C", "S", "H", "H", "H", "H", "C", "C", "O", "N", "Te", "C", "C", "C", "C", "C", "C", "C", "C", "C", "C", "C", "C", "C", "C", "C", "C", "C", "C", "H", "H", "H", "H", "H", "H", "H", "H", "H", "H", "H", "H", "H", "H", "H", "H", "H", "H", "H", "H", "H", "H", "H", "H", "H"], "positions_angstrom": [[-0.55120, -0.51412, -0.24238], [0.58242, -2.87129, 4.07041], [0.45104, -2.99933, 2.55752], [-1.02816, -3.05529, 2.15513], [1.17518, -1.91149, 1.78993], [1.90146, -0.90430, 2.38730], [2.55534, 0.09194, 1.64177], [2.48360, 0.11208, 0.26955], [3.13082, 1.20145, -0.53987], [1.77401, -0.93179, -0.37766], [1.14236, -1.95053, 0.36564], [0.03989, -3.68056, 4.55874], [0.15915, -1.92712, 4.42262], [1.62068, -2.92409, 4.39996], [0.91183, -3.94808, 2.25764], [-1.49511, -2.07493, 2.29347], [-1.56699, -3.77178, 2.77656], [-1.16268, -3.35164, 1.11316], [1.97297, -0.86598, 3.46570], [3.09522, 0.87508, 2.16036], [2.77578, 1.18850, -1.57095], [4.21631, 1.08788, -0.55598], [2.90905, 2.18136, -0.11527], [1.92080, -1.07699, -1.44434], [0.84588, -2.86379, -0.14037], [-2.58224, -0.15943, -0.14922], [-3.03852, 0.78445, 0.70970], [-4.37585, 0.81075, 0.89338], [-4.94046, 1.71877, 1.74016], [-4.10161, 2.62140, 2.40653], [-2.74766, 2.56881, 2.19836], [-2.18569, 1.60907, 1.34101], [-0.47942, 1.37895, 1.13217], [-4.91816, 0.06814, 0.32831], [-6.01020, 1.71638, 1.88478], [-4.51843, 3.34943, 3.08940], [-2.06816, 3.24268, 2.70144], [-1.69576, -2.11433, -4.01064], [-1.18826, -1.30447, -2.84692], [-0.76616, -1.94599, -1.83785], [-1.11941, 0.02262, -2.76641], [-2.28912, 1.09153, -3.92797], [-1.03352, 2.10560, -5.29651], [-1.66918, 3.18114, -5.92999], [-3.09650, 3.58390, -5.64952], [-0.94563, 3.91998, -6.85826], [0.36744, 3.61111, -7.17959], [1.14090, 4.42276, -8.18158], [0.95193, 2.51732, -6.55505], [0.28202, 1.73884, -5.61863], [1.04773, 0.58951, -5.01520], [-2.53586, 2.63359, -2.52392], [-1.45713, 3.42178, -2.10847], [-0.02728, 3.18891, -2.51680], [-1.73543, 4.49729, -1.26838], [-3.02326, 4.80501, -0.85895], [-3.29705, 6.00017, 0.01185], [-4.06377, 3.97380, -1.26614], [-3.84689, 2.88134, -2.09237], [-5.01955, 2.01444, -2.47989], [-1.30508, -3.12588, -3.93885], [-1.40732, -1.68688, -4.97207], [-2.78570, -2.17443, -3.97157], [-3.79510, 2.75222, -5.78900], [-3.40443, 4.36726, -6.33836], [-3.22301, 3.96788, -4.63470], [-1.42937, 4.75856, -7.34570], [0.50878, 5.16405, -8.66698], [1.57028, 3.78166, -8.95188], [1.96644, 4.94741, -7.69795], [1.97035, 2.24510, -6.81103], [1.82967, 0.27168, -5.70291], [0.42774, -0.26972, -4.78642], [1.52753, 0.89272, -4.08149], [0.21568, 2.12775, -2.54718], [0.63996, 3.65955, -1.79656], [0.17579, 3.62104, -3.49904], [-0.91031, 5.11818, -0.93720], [-2.41497, 6.63056, 0.10885], [-3.60298, 5.69034, 1.01294], [-4.10570, 6.60410, -0.40079], [-5.07377, 4.18538, -0.93203], [-5.90910, 2.31954, -1.93255], [-4.83840, 0.96173, -2.25055], [-5.25419, 2.08903, -3.54457]], "forces_ev_per_a": [[-0.17, -0.01, 0.09], [0.00, 0.02, 0.00], [0.04, -0.01, 0.00], [-0.01, 0.04, 0.02], [0.01, 0.08, 0.05], [-0.03, -0.04, 0.00], [-0.02, 0.04, -0.05], [0.12, 0.00, 0.04], [0.01, -0.05, 0.01], [0.12, 0.18, 0.03], [-0.05, -0.02, -0.25], [0.00, 0.00, 0.00], [-0.01, -0.02, 0.00], [0.00, 0.02, -0.02], [-0.02, -0.03, 0.01], [-0.01, -0.01, 0.03], [0.01, -0.03, -0.03], [0.01, 0.04, -0.01], [-0.02, 0.02, 0.00], [0.00, -0.01, 0.01], [0.00, 0.00, 0.00], [0.00, -0.01, 0.00], [0.00, 0.00, 0.00], [-0.11, 0.08, -0.03], [0.00, -0.01, 0.02], [0.09, -0.16, 0.09], [-0.04, -0.06, -0.20], [-0.02, 0.08, -0.04], [0.01, 0.01, 0.00], [0.00, 0.04, -0.03], [0.03, 0.04, -0.02], [0.11, 0.06, 0.00], [-0.09, -0.03, 0.01], [0.02, -0.02, 0.01], [0.00, 0.01, 0.01], [0.00, 0.00, 0.00], [-0.01, -0.01, 0.02], [0.01, 0.06, -0.02], [0.06, 0.08, 0.03], [-0.05, -0.04, 0.06], [-0.01, -0.33, -0.07], [0.11, 0.02, 0.04], [0.03, -0.10, -0.06], [0.03, 0.06, 0.00], [0.01, -0.02, 0.00], [-0.01, 0.06, -0.02], [0.02, 0.04, -0.02], [-0.02, -0.01, 0.02], [0.00, -0.05, -0.02], [-0.03, 0.04, -0.01], [-0.04, 0.06, 0.07], [0.06, 0.05, -0.03], [-0.03, -0.03, 0.02], [-0.03, 0.01, 0.03], [0.01, 0.01, 0.00], [-0.01, 0.02, 0.03], [0.00, -0.04, -0.01], [-0.01, -0.03, 0.06], [-0.01, 0.02, 0.07], [0.04, 0.01, -0.03], [0.00, 0.00, 0.02], [-0.03, 0.02, 0.00], [-0.01, 0.03, 0.01], [0.02, -0.02, 0.01], [-0.01, 0.00, -0.01], [0.01, 0.01, -0.03], [0.00, -0.01, -0.01], [0.00, -0.01, 0.01], [0.00, 0.00, 0.00], [-0.01, -0.01, 0.01], [-0.01, 0.01, 0.00], [0.00, 0.01, 0.02], [-0.05, -0.05, -0.03], [-0.02, -0.01, 0.02], [-0.01, -0.05, -0.01], [-0.01, 0.00, 0.01], [0.01, 0.00, 0.03], [-0.01, -0.01, 0.00], [0.00, -0.01, 0.00], [0.00, -0.02, 0.01], [0.00, -0.01, -0.01], [0.00, 0.00, 0.00], [-0.01, 0.02, 0.01], [0.03, -0.02, 0.00], [0.02, 0.00, -0.01]]}

[2]
{"formula": "C35H43NOP2PdS3", "method": "the ωB97M-V functional and the def2-TZVPD basis", "max_force_ev_per_a": 0.14, "e_homo_ev": -12.72, "charge": 2, "symbols": ["Pd", "C", "C", "S", "C", "C", "S", "C", "C", "S", "H", "H", "H", "H", "H", "H", "H", "H", "H", "H", "H", "H", "C", "N", "C", "C", "C", "O", "H", "H", "H", "H", "H", "H", "H", "H", "H", "C", "P", "C", "C", "C", "C", "C", "C", "C", "C", "C", "C", "C", "C", "P", "C", "C", "C", "C", "C", "C", "C", "C", "C", "C", "C", "C", "H", "H", "H", "H", "H", "H", "H", "H", "H", "H", "H", "H", "H", "H", "H", "H", "H", "H", "H", "H", "H", "H"], "positions_angstrom": [[0.09025, -1.42628, 1.19021], [-0.97359, -3.94008, 2.89194], [-1.15742, -2.82011, 3.89328], [-1.07772, -1.14810, 3.14295], [0.06527, -0.31811, 4.28972], [1.48369, -0.86494, 4.38680], [2.32812, -1.00662, 2.78283], [2.90945, -2.72181, 2.80961], [1.86156, -3.80535, 3.03284], [0.49145, -3.76025, 1.83679], [-0.92743, -4.90045, 3.40722], [-1.80603, -3.98368, 2.18856], [-2.13432, -2.89809, 4.37072], [-0.40428, -2.85708, 4.67803], [0.05887, 0.72002, 3.95927], [-0.42444, -0.34680, 5.26546], [2.05752, -0.18586, 5.01761], [1.50439, -1.83507, 4.87983], [3.39409, -2.84840, 1.84007], [3.68411, -2.82631, 3.56970], [2.33776, -4.78085, 2.93577], [1.44040, -3.75492, 4.03528], [1.88749, -3.16974, -3.69518], [2.05368, -2.54579, -2.38388], [3.36380, -1.96057, -2.11414], [1.07156, -2.39320, -1.52000], [-0.27597, -2.98110, -1.81322], [1.29598, -1.75864, -0.44513], [2.42970, -2.57570, -4.42810], [0.84511, -3.19391, -3.99254], [2.29118, -4.18254, -3.69281], [4.11218, -2.51732, -2.67225], [3.59028, -2.01487, -1.05351], [3.37641, -0.91635, -2.43158], [-0.20215, -4.02714, -2.10764], [-0.74769, -2.43332, -2.63212], [-0.89838, -2.90259, -0.92496], [-1.12103, 0.61891, -1.48715], [-1.20065, 0.27769, 0.30039], [-0.96482, 1.87459, 1.10311], [-1.90684, 2.88934, 0.91785], [-1.71594, 4.12668, 1.50846], [-0.58612, 4.36152, 2.28318], [0.36350, 3.36517, 2.45012], [0.17637, 2.12456, 1.85775], [-2.93335, -0.19839, 0.56302], [-3.48378, -1.20447, -0.23500], [-4.78142, -1.63931, -0.02296], [-5.54401, -1.07774, 0.99340], [-5.00239, -0.08578, 1.79644], [-3.70096, 0.35010, 1.58876], [0.54071, 0.70107, -2.32586], [0.09863, 1.67617, -3.80411], [1.15199, 2.26571, -4.50689], [0.91582, 2.95383, -5.68427], [-0.37592, 3.05117, -6.18719], [-1.42541, 2.45759, -5.50589], [-1.19086, 1.77219, -4.31951], [1.42138, 1.93660, -1.30394], [2.48213, 1.49200, -0.51745], [3.22935, 2.39076, 0.23534], [2.91823, 3.74072, 0.20313], [1.85244, 4.19225, -0.56889], [1.10934, 3.29708, -1.31961], [-1.66608, 1.56270, -1.59887], [-1.70799, -0.15122, -1.99072], [-2.79562, 2.71401, 0.32266], [-2.45016, 4.90832, 1.36713], [-0.44244, 5.32860, 2.74647], [1.25974, 3.55864, 3.02496], [0.94154, 1.36186, 1.94441], [-2.90678, -1.65471, -1.03379], [-5.20171, -2.40927, -0.65603], [-6.56103, -1.40960, 1.15313], [-5.59506, 0.35885, 2.58466], [-3.29425, 1.12655, 2.22303], [2.16429, 2.19974, -4.12270], [1.74002, 3.41498, -6.21193], [-0.56060, 3.58737, -7.10812], [-2.43296, 2.52727, -5.89395], [-2.03263, 1.31720, -3.81234], [2.72944, 0.43673, -0.50274], [4.06489, 2.03899, 0.82743], [3.51094, 4.44742, 0.76972], [1.61390, 5.24759, -0.59744], [0.30123, 3.65990, -1.94464]], "forces_ev_per_a": [[-0.11, -0.09, -0.02], [0.00, -0.01, -0.01], [0.01, 0.00, 0.01], [0.02, -0.02, -0.03], [0.00, 0.00, -0.01], [0.00, 0.00, -0.02], [0.06, 0.02, 0.06], [-0.01, -0.01, 0.00], [0.01, -0.01, 0.00], [0.01, 0.08, -0.01], [0.00, 0.00, 0.00], [0.00, 0.00, 0.01], [0.00, 0.00, 0.00], [0.00, 0.00, 0.00], [0.00, -0.01, 0.00], [0.00, 0.00, 0.00], [0.00, 0.00, 0.00], [0.00, 0.00, 0.00], [0.00, 0.01, 0.00], [0.00, 0.00, 0.00], [0.00, 0.00, 0.00], [0.00, 0.00, 0.00], [0.00, 0.02, -0.01], [-0.01, -0.01, 0.02], [0.01, 0.00, -0.01], [-0.01, -0.02, 0.00], [0.01, 0.01, -0.01], [-0.03, 0.03, 0.02], [0.00, 0.00, 0.00], [0.00, -0.01, 0.00], [0.00, 0.00, 0.00], [0.00, 0.00, 0.00], [0.00, 0.00, 0.00], [0.00, 0.00, 0.00], [0.00, 0.00, 0.00], [0.00, 0.00, 0.01], [-0.01, 0.00, 0.00], [0.00, -0.02, 0.01], [0.06, 0.01, -0.01], [-0.01, -0.01, 0.04], [0.01, 0.02, -0.02], [0.00, 0.00, 0.00], [0.00, 0.00, 0.00], [-0.01, 0.00, 0.00], [0.01, 0.00, -0.01], [0.00, -0.01, -0.02], [0.00, 0.00, 0.01], [0.00, 0.00, 0.00], [0.00, 0.00, -0.01], [0.00, 0.00, 0.00], [-0.01, 0.00, 0.01], [0.01, 0.01, -0.02], [-0.01, 0.00, 0.00], [0.00, 0.00, 0.00], [0.00, 0.00, 0.00], [-0.01, 0.00, 0.00], [0.00, 0.01, 0.00], [0.01, 0.00, 0.00], [-0.01, 0.00, 0.00], [0.01, 0.00, -0.01], [0.00, 0.00, 0.00], [0.00, 0.00, 0.00], [0.00, 0.00, 0.00], [0.00, 0.00, 0.00], [0.00, 0.01, 0.01], [0.00, -0.01, 0.00], [0.01, 0.01, -0.01], [0.00, 0.00, 0.00], [0.00, 0.00, 0.00], [0.00, 0.00, 0.00], [-0.01, 0.01, -0.01], [0.01, 0.00, 0.00], [0.00, 0.00, 0.00], [0.00, 0.00, 0.00], [0.00, 0.00, 0.00], [0.00, -0.02, 0.00], [0.00, 0.00, 0.00], [0.00, 0.00, 0.00], [0.00, 0.00, 0.00], [0.00, 0.00, 0.00], [0.00, 0.00, 0.00], [0.00, -0.01, 0.00], [0.00, 0.00, 0.00], [0.00, 0.00, 0.00], [0.00, 0.00, 0.00], [0.00, 0.00, 0.00]]}

The lowest charge belongs to which entry? C35H43N2O2ReSTe